(1)
Density functional theory data (ωB97M-V with the def2-TZVPD basis set) for a cluster of 2 separate species, C14H30N5O5P2 in total at a distorted geometry.

Gap between HOMO and LUMO   0.225 hartree
E   -51256.7184 eV
Energy relative to the best compared isomer or geometry (same formula, charge and spin)   1001.05 kJ/mol
Charge   +1
LUMO   -5.08 eV

```
56
Properties=species:S:1:pos:R:3:forces:R:3:nbo_charge:R:1
C 0.419424 -1.076195 -0.379344 -0.371 -1.637 -0.068 -0.4580
N 1.481238 -0.022361 -0.773932 -2.141 1.510 -0.344 -0.1255
N 2.737645 -0.455176 -0.575634 1.626 6.092 -2.496 -0.1451
C 3.677704 0.569052 -1.011757 0.903 0.241 0.119 0.2228
C 5.284412 0.116704 -0.868816 -0.976 -0.179 -0.355 -0.8120
P 5.336648 -1.830949 -0.876493 -0.882 -3.241 -4.608 2.1424
O 4.528143 -2.422895 -2.137323 2.786 2.626 5.326 -1.0193
O 7.036668 -2.227965 -1.202633 -3.210 0.087 2.797 -0.9358
O 4.838108 -2.511774 0.647079 1.175 3.064 -1.916 -0.9328
C 3.450167 2.033494 -1.594407 -6.038 -1.209 0.964 -0.3305
P 4.918666 3.163787 -2.071397 1.909 0.450 -1.267 1.2047
N 4.543936 3.657394 -3.781930 0.092 0.380 2.095 -1.1496
O 4.977042 4.627708 -1.128874 -2.299 -2.166 -0.255 -0.9411
C 1.891211 2.454358 -1.780838 2.875 -5.473 2.027 -0.1350
C 0.963831 1.225725 -1.316551 0.725 1.493 -0.764 0.2696
C -0.676375 1.423503 -1.476725 0.524 0.643 -0.485 -0.4806
C -1.429373 1.875229 -0.085691 -1.120 0.391 -0.409 -0.4179
C -3.046910 1.574864 -0.311421 0.033 -0.261 1.809 -0.4235
C -3.434808 -0.026979 -0.222986 -1.936 0.127 -0.328 -0.4420
C -3.697585 -0.711955 -1.725645 1.523 1.025 0.093 -0.2332
N -2.598041 -1.753950 -2.017775 -0.762 0.146 -1.264 -0.8904
H -0.050880 -1.459426 -1.389498 0.589 0.942 2.311 0.2717
H 0.918928 -2.029573 0.126986 -0.562 2.427 -1.227 0.2722
H -0.358195 -0.669473 0.394392 1.500 -0.470 -1.916 0.2527
H 5.840448 0.424494 -1.879678 -1.112 -0.667 2.479 0.3128
H 5.791382 0.575225 0.086985 -0.981 -0.769 -2.022 0.2790
H 7.314470 -2.897068 -0.506352 -0.308 1.044 -1.128 0.5078
H 4.684959 -1.730286 1.261781 0.262 -1.427 -0.828 0.4984
H 4.450249 4.693750 -3.856198 0.141 -1.191 -0.152 0.4079
H 5.264488 3.270331 -4.430267 -0.703 0.676 0.988 0.4150
H 4.311160 4.620068 -0.379705 1.008 0.158 -1.213 0.5023
H 1.515644 3.466136 -2.221779 0.624 -2.250 0.953 0.2907
H -1.198091 0.496102 -2.018284 1.371 1.844 1.614 0.2630
H -0.833431 2.331394 -2.236202 0.612 -2.012 1.628 0.2503
H -1.328913 3.045434 0.128412 0.095 -2.576 -0.734 0.2326
H -1.041280 1.341976 0.880648 -0.768 0.784 -1.948 0.2176
H -3.586434 2.086852 0.622013 1.131 -1.009 -2.158 0.2491
H -3.477619 2.050429 -1.291557 1.029 -0.859 1.816 0.2177
H -4.499782 -0.069199 0.311643 2.434 0.139 -0.908 0.2464
H -2.708773 -0.660628 0.442868 -1.244 1.258 -1.465 0.2114
H -4.773111 -1.163411 -1.838224 2.172 1.035 0.209 0.2205
H -3.475817 0.173374 -2.493922 -1.140 -1.892 1.484 0.1779
H -2.062941 -1.477025 -2.888606 -1.102 -0.478 1.266 0.3546
H -3.020883 -2.680908 -2.255031 0.479 1.176 0.342 0.3781
C -4.134371 -0.431345 4.171085 -0.086 -0.700 -0.351 0.5301
O -4.388737 0.254962 3.189444 0.225 -0.661 0.391 -0.6357
N -4.075499 -1.808248 4.190896 0.020 1.486 0.160 -0.4338
C -3.766975 -2.547866 5.396943 -0.061 -0.061 -0.159 -0.3998
C -4.330105 -2.540216 2.967373 -0.089 0.252 -0.147 -0.4167
H -3.924863 0.024710 5.152925 -0.007 -0.136 0.003 0.1153
H -2.864806 -3.142189 5.226041 -0.071 -0.053 0.217 0.1948
H -4.605390 -3.210673 5.629253 0.173 -0.028 0.165 0.2025
H -3.598112 -1.873265 6.240669 -0.051 -0.056 -0.198 0.2155
H -3.604147 -2.230308 2.209728 -0.153 -0.146 -0.077 0.2019
H -5.335945 -2.298587 2.610985 0.134 -0.136 -0.131 0.2177
H -4.248382 -3.617165 3.137326 0.002 0.245 0.064 0.2114
```
Forces are in eV/Å.


(2)
Density functional theory data (ωB97M-V with the def2-TZVPD basis set) for a structure of composition C14H31Br3O11S3 at a distorted geometry.

Gap between HOMO and LUMO   0.346 hartree
E   -280174.3897 eV
Energy relative to the best compared isomer or geometry (same formula, charge and spin)   0.00 kJ/mol
LUMO   -0.53 eV

```
62
Properties=species:S:1:pos:R:3:forces:R:3:nbo_charge:R:1
O 5.494565 -1.202616 -2.644619 0.033 -0.147 0.096 -0.5644
C 5.306175 -0.246343 -1.955667 0.527 0.390 -0.230 0.8001
O 4.066395 0.228637 -1.721948 -0.611 -0.124 0.078 -0.5005
C 4.070861 1.468595 -1.017195 1.767 -0.133 0.354 -0.0715
C 5.509710 1.583893 -0.426147 -0.309 0.693 -0.006 -0.4325
C 6.354578 0.639183 -1.263997 -1.062 -0.621 0.454 -0.5348
H 3.436217 1.414729 -0.142501 -0.755 0.089 -0.516 0.1926
H 3.858586 2.255245 -1.738127 -0.403 0.124 0.236 0.1820
H 5.420276 1.336044 0.631058 0.428 -0.403 -0.075 0.2186
H 5.901188 2.601716 -0.448389 -0.174 0.044 -0.124 0.2145
H 6.933609 -0.041648 -0.643543 0.439 0.184 -0.203 0.2548
H 6.939105 1.165521 -2.013190 0.221 -0.224 -0.004 0.2370
O -1.561655 -1.098884 -4.160102 0.343 -0.067 0.761 -0.9258
S -1.382525 -0.865461 -2.750650 -1.066 0.726 0.056 2.3648
O -0.507553 -1.645034 -1.939894 0.409 0.281 -0.141 -0.9175
O -0.937542 0.704401 -2.555022 -0.595 -1.796 0.046 -0.7279
C -1.664549 1.646313 -3.357586 0.993 1.367 -0.667 -0.0928
C -0.606109 2.710946 -3.747690 -0.345 -0.842 0.298 -0.6287
C -2.997916 -0.859455 -1.966376 0.451 0.239 -0.273 -0.8850
H -2.468801 2.123184 -2.796581 0.001 -0.345 0.273 0.1807
H -2.056853 1.189149 -4.263735 -0.075 -0.240 0.191 0.2118
H -0.174409 2.460521 -4.715015 -0.186 0.339 -0.167 0.2185
H 0.220405 2.608910 -3.045026 -0.103 0.336 0.199 0.2268
H -1.043746 3.703938 -3.689571 0.227 0.111 -0.290 0.2134
H -3.657457 -0.364621 -2.675312 -0.231 -0.103 0.160 0.2433
H -2.943927 -0.312477 -1.026965 0.097 0.062 -0.059 0.2467
H -3.304161 -1.878887 -1.748720 0.033 -0.064 -0.260 0.2678
O 6.497978 -1.355995 2.375008 -0.825 0.122 -0.204 -0.9100
S 5.148280 -1.787417 2.599240 -1.109 -0.652 -0.022 2.3555
O 4.428569 -1.392567 3.797218 0.904 -0.546 -0.988 -0.9312
O 4.210637 -1.394338 1.327488 1.172 0.075 1.090 -0.7361
C 2.794148 -1.156877 1.552880 -0.461 0.216 -1.177 -0.0724
C 2.051789 -1.907774 0.441586 0.839 0.130 1.111 -0.6309
C 5.096199 -3.582476 2.351493 -0.601 0.117 0.859 -0.8753
H 2.651615 -0.093154 1.365206 -0.028 0.137 0.468 0.1779
H 2.462007 -1.409597 2.555383 0.303 -0.081 0.055 0.2108
H 2.337471 -1.430327 -0.490003 -0.356 -0.254 -0.312 0.2358
H 0.988173 -1.882483 0.659000 -0.142 0.054 -0.352 0.2219
H 2.408185 -2.937374 0.476281 -0.214 -0.104 -0.309 0.2072
H 5.617588 -3.868294 1.444533 0.087 0.221 -0.009 0.2570
H 4.049225 -3.886698 2.312052 -0.065 0.294 -0.321 0.2382
H 5.459969 -4.119353 3.228235 0.514 0.360 -0.037 0.2474
O -5.874426 -1.126976 -0.072869 0.406 -0.261 1.536 -0.9383
S -5.444079 -1.245646 1.315051 -0.956 1.359 -0.166 2.3386
O -4.408879 -2.165263 1.672632 -0.398 0.546 0.027 -0.8976
O -4.997737 0.245083 1.829445 0.064 -1.613 -0.534 -0.7165
C -5.749165 1.361137 1.297730 -0.103 -0.026 0.599 -0.0762
C -6.151417 2.241445 2.475615 -0.713 0.052 -0.485 -0.6343
C -6.921023 -1.495273 2.384986 0.969 -0.685 -0.620 -0.8609
H -6.629825 0.997681 0.767780 0.016 -0.025 0.042 0.1966
H -5.112079 1.848077 0.562644 -0.016 0.177 0.081 0.1941
H -6.998283 2.847350 2.140575 0.257 0.348 0.006 0.2168
H -5.364552 2.877974 2.869698 0.113 -0.060 -0.100 0.2245
H -6.576053 1.653144 3.289909 0.266 -0.233 -0.020 0.2160
H -7.674612 -0.738686 2.194215 0.068 0.033 -0.173 0.2407
H -6.641740 -1.534783 3.435075 0.311 0.277 -0.091 0.2509
H -7.262988 -2.495348 2.119255 -0.247 0.119 -0.148 0.2492
C -0.504623 1.429912 0.628690 -0.145 0.362 0.021 -0.4603
Br -2.253022 2.339094 0.313839 1.038 -0.525 0.300 0.0431
Br -0.423451 0.463737 2.298561 -0.205 0.405 -0.204 0.1106
Br 0.972967 2.703352 0.440411 -0.738 -0.440 0.120 0.0817
H -0.391312 0.673214 -0.136329 -0.059 0.223 -0.229 0.2336
```
Forces are in eV/Å.


(3)
Density functional theory data (ωB97M-V with the def2-TZVPD basis set) for a structure of composition C14H31CoN8O at a distorted geometry.

Gap between HOMO and LUMO (alpha / beta)   0.381 / 0.251 hartree
⟨S²⟩   6.013
E   -66600.1229 eV
Charge   +2
Spin multiplicity   5
LUMO (alpha / beta)   -4.52 / -7.95 eV

```
55
Properties=species:S:1:pos:R:3:forces:R:3:lowdin_spin:R:1
Co -0.148370 -0.280117 -0.497192 -0.603 -1.081 -1.770 2.9843
C -1.719810 -3.024530 3.315831 -0.840 0.415 0.386 0.0016
N -0.400688 -3.047508 2.733728 0.186 1.057 -1.020 0.0245
C 0.397094 -4.259827 2.926422 0.431 -0.193 -0.328 0.0034
C 1.606050 -4.015116 2.023376 -0.192 -0.131 0.549 0.0025
N 1.077718 -3.043445 1.086109 -0.551 0.683 -0.255 0.0202
C 1.960729 -2.457649 0.103075 -0.369 -0.369 0.492 0.0149
C -0.016605 -2.357848 1.592486 2.553 -4.652 1.785 0.0325
N -0.453017 -1.310840 1.008057 -1.203 1.845 -0.187 0.1552
C -1.569523 -0.508732 1.475039 -0.912 0.226 0.789 0.0198
C -1.417546 0.976550 1.076336 -0.726 0.260 1.098 0.0207
N -1.328860 1.146351 -0.364370 0.066 -1.425 1.714 0.1452
C -1.602692 2.222966 -0.990754 -0.827 4.310 -3.608 0.0292
N -1.408696 2.302740 -2.366596 0.085 -0.815 0.858 0.0262
C -0.530532 1.377118 -3.050918 0.009 -0.040 -0.145 0.0279
C -1.489542 3.668130 -2.852854 -0.142 0.441 0.233 0.0038
C -2.325100 4.331651 -1.762461 0.022 -0.174 -0.554 0.0028
N -2.072056 3.474132 -0.603370 0.612 -1.321 0.090 0.0183
C -2.849898 3.742122 0.581148 -0.291 -0.076 0.881 0.0012
H -1.879760 -3.889456 3.970781 0.285 0.162 -0.293 0.0002
H -2.495429 -3.047950 2.545297 0.004 -0.018 0.106 0.0004
H -1.849410 -2.136246 3.940290 -0.110 -0.163 -0.038 0.0007
H -0.162264 -5.138633 2.585150 -0.067 0.131 0.100 0.0009
H 0.690702 -4.401675 3.971036 -0.230 0.137 -0.174 0.0007
H 1.943752 -4.933183 1.533878 -0.042 0.267 -0.043 0.0005
H 2.435987 -3.582712 2.594398 0.018 -0.030 -0.093 0.0008
H 2.664955 -3.205525 -0.277934 -0.301 0.010 0.132 0.0008
H 2.536298 -1.635740 0.540481 0.099 -0.088 0.013 0.0009
H 1.397990 -2.076253 -0.754868 0.143 -1.090 1.404 0.0093
H -1.650591 -0.525308 2.563938 -0.012 0.008 -0.112 0.0035
H -2.499111 -0.902593 1.049498 -0.019 0.138 0.124 0.0015
H -0.515930 1.386985 1.544506 -0.085 0.042 0.135 0.0011
H -2.287687 1.483911 1.494338 0.119 -0.025 0.037 0.0040
H -0.814874 0.339527 -2.848193 -0.098 0.289 -0.155 0.0229
H 0.507918 1.525922 -2.736703 0.104 0.021 -0.083 0.0013
H -0.584716 1.524745 -4.134760 -0.096 0.074 0.281 0.0017
H -1.964901 3.737218 -3.835701 0.146 -0.168 0.175 0.0006
H -0.490591 4.116826 -2.900544 -0.006 -0.069 -0.069 0.0009
H -3.389485 4.304865 -2.025405 0.071 0.028 0.131 0.0007
H -2.022379 5.368403 -1.587712 -0.083 -0.266 0.183 0.0006
H -3.233221 4.769032 0.577108 0.237 -0.263 -0.239 0.0001
H -2.236384 3.643710 1.480825 -0.148 0.018 -0.076 0.0003
H -3.712870 3.071043 0.642884 -0.004 0.114 0.078 0.0005
C 4.125450 1.318364 -0.439654 0.196 0.765 0.730 0.0015
N 3.648888 0.298707 -1.348493 -0.586 -1.198 -0.960 0.0150
C 2.363172 -0.146171 -1.327024 3.249 -0.776 -3.118 0.0184
N 1.960426 -1.102921 -2.197029 1.735 0.416 -1.971 0.0368
O 1.562803 0.313779 -0.523635 -0.316 2.099 2.074 0.1102
H 5.199347 1.525364 -0.634024 -0.815 -0.235 0.065 0.0000
H 4.013497 0.973768 0.610320 0.109 0.331 -0.602 0.0004
H 3.549698 2.256885 -0.586193 0.422 -0.538 0.193 0.0004
H 4.312916 -0.097808 -2.031040 -0.785 0.343 0.648 0.0011
H 2.617212 -1.504372 -2.882033 -0.632 0.424 0.595 0.0009
H 0.988532 -1.445745 -2.187873 0.721 0.587 -0.463 0.0352
H -0.438598 -1.122913 -1.819000 -0.530 -0.439 0.277 0.1910
```
Forces are in eV/Å.


(4)
Density functional theory data (ωB97M-V with the def2-TZVPD basis set) for a structure of composition C14H31CuN3O2Ta at a distorted geometry.

Gap between HOMO and LUMO   0.225 hartree
E   -69762.0340 eV
Charge   +2
LUMO   -9.45 eV

```
52
Properties=species:S:1:pos:R:3:forces:R:3:nbo_charge:R:1
N -1.531639 -0.656570 1.549657 -3.336 -1.123 3.586 -0.9258
C -2.317378 -0.088729 2.360656 3.476 5.962 -0.964 0.5873
O -2.678844 0.904920 2.927390 -0.581 -2.895 -0.402 -0.3646
Cu -3.085975 -1.738284 2.519391 -0.652 -2.194 -0.153 1.0828
Ta -0.073851 -0.385292 0.279383 2.465 1.120 -1.321 2.3617
N -1.259445 -0.474717 -1.259972 1.615 -0.089 0.037 -0.7211
N 1.443685 -1.653785 0.390760 -1.614 0.300 -0.368 -0.7031
C -2.700285 -0.426528 -1.581657 -0.126 0.392 0.347 0.1164
C 2.530740 -1.539134 1.404737 0.358 0.132 -0.237 0.1137
C -3.384856 -1.581161 -0.867926 -0.468 -0.428 -0.249 -0.5848
C -2.947650 -0.536387 -3.084487 -0.129 -0.104 -0.030 -0.6266
C -3.229495 0.906132 -1.057944 -0.416 0.232 -0.179 -0.6148
C 3.099148 -2.917768 1.735650 0.076 -0.069 0.101 -0.6276
C 3.619322 -0.650132 0.808523 0.314 0.237 0.036 -0.6205
C 1.981778 -0.901110 2.673044 -0.079 0.066 0.188 -0.6373
H -2.960561 -2.537215 -1.197902 -0.182 0.119 0.084 0.2361
H -4.461277 -1.560051 -1.094992 0.346 -0.119 0.093 0.2479
H -3.269892 -1.515113 0.224832 -0.103 0.025 -0.292 0.1228
H -2.552322 0.330604 -3.625944 -0.128 -0.238 0.071 0.2274
H -4.032108 -0.567351 -3.255009 0.313 0.000 -0.021 0.2482
H -2.509480 -1.456218 -3.485455 -0.090 0.146 -0.032 0.2281
H -3.091660 0.996723 0.028091 -0.042 0.010 -0.199 0.1839
H -4.306170 0.983214 -1.275886 0.347 0.133 0.088 0.2443
H -2.710169 1.744382 -1.542482 -0.193 -0.148 0.125 0.2280
H 2.300916 -3.599319 2.050622 0.174 0.020 -0.028 0.2182
H 3.814842 -2.814351 2.563327 -0.217 -0.054 -0.240 0.2463
H 3.639421 -3.348223 0.885451 -0.119 0.034 0.216 0.2304
H 4.012885 -1.079404 -0.120844 0.012 0.118 0.237 0.2234
H 4.446354 -0.548213 1.526376 -0.176 -0.039 -0.294 0.2435
H 3.230168 0.356101 0.592405 0.099 -0.255 0.065 0.2065
H 1.613762 0.124657 2.502314 0.132 -0.250 0.092 0.2065
H 2.799209 -0.837928 3.405897 -0.365 0.088 -0.141 0.2646
H 1.181782 -1.514124 3.107681 0.122 0.066 -0.004 0.2146
C 1.666878 -2.597107 -0.710736 0.268 -0.293 -0.173 -0.4358
H 0.814763 -2.583871 -1.402786 0.153 -0.014 0.116 0.2105
H 2.573117 -2.325799 -1.276618 -0.269 -0.143 0.163 0.2222
H 1.780737 -3.625639 -0.334274 -0.099 0.378 -0.175 0.2378
C -0.291700 -0.014285 -2.291462 -0.526 -0.235 -0.351 -0.4359
H -0.662478 0.882235 -2.812701 0.350 -0.153 0.357 0.2452
H 0.689375 0.260856 -1.831523 -0.024 -0.062 -0.130 0.2143
H -0.101071 -0.807337 -3.030004 0.123 0.297 0.241 0.2394
C 1.906820 3.316616 0.324486 0.072 0.238 -0.184 -0.6339
C 0.953317 2.606042 1.258044 0.235 -0.150 -0.041 0.1159
C -0.330401 3.338147 1.561901 -0.171 0.286 -0.270 -0.6320
O 0.603189 1.309248 0.645561 -0.799 -0.786 0.113 -0.7891
H 1.440178 3.504309 -0.650970 0.041 -0.018 0.219 0.2219
H 2.826794 2.741694 0.166254 -0.216 0.083 0.082 0.2271
H 2.189954 4.285704 0.757137 -0.089 -0.251 -0.091 0.2520
H 1.468034 2.372627 2.196507 -0.034 -0.195 -0.131 0.1960
H -0.833702 3.622007 0.628714 0.065 -0.006 0.190 0.2222
H -1.015620 2.724803 2.155964 0.155 0.090 0.002 0.2097
H -0.106930 4.254573 2.125156 -0.070 -0.257 -0.149 0.2562
```
Forces are in eV/Å.